# 1
C22H40BIN3O5 | wB97M-V/def2-TZVPD

Structure (XYZ):
```
72
Properties=species:S:1:pos:R:3:forces:R:3
C -1.8715 2.7713 -1.3452 -0.3 -0.1 0.1
C -1.4289 1.8231 -0.7612 0.0 0.0 0.0
C -0.8914 0.6640 -0.0244 0.0 0.3 -0.5
C -2.0722 -0.2712 0.3416 -0.1 0.2 0.3
C -2.9354 -0.6842 -0.8345 -0.2 -0.2 -0.2
O -2.7084 -1.6186 -1.5273 0.1 0.1 0.1
I -4.7544 0.4257 -1.1780 0.2 0.0 0.2
C -0.1833 1.2543 1.2622 -0.1 -0.4 0.2
C -0.7569 0.8455 2.6321 0.2 -0.1 0.0
C -0.4956 -0.6073 3.0754 -0.5 0.3 0.3
N 0.1021 -0.7062 4.4138 0.3 -0.1 0.1
C 0.8648 -1.9646 4.5508 0.1 0.2 -0.3
C 2.2676 -1.8008 3.9347 -0.6 0.1 -0.1
C -0.8745 -0.5655 5.4624 -0.2 -0.2 0.0
C -1.1641 0.8210 5.9557 -0.1 0.2 0.1
O -1.3953 -1.5346 5.9515 0.2 0.0 0.0
C 1.3431 1.0953 1.3047 0.0 0.3 0.2
N 1.9159 -0.1761 0.7414 0.1 0.0 0.0
C 1.0571 -0.9671 -0.2154 -0.3 -0.5 -0.5
C 2.0052 -1.8057 -1.0774 0.0 0.2 0.6
C 1.3653 -2.9502 -1.8514 0.1 -0.2 -0.3
O 2.0626 -3.6237 -2.5576 -0.1 0.1 0.0
N -0.0347 -3.1587 -1.6569 0.2 -0.1 0.0
C -0.2473 -4.4311 -0.9316 -0.1 0.0 0.0
C -0.7158 -3.1923 -2.9620 -0.2 -0.3 -0.1
C 0.0921 -0.0862 -0.9960 0.1 0.4 0.3
B 0.7580 0.8784 -2.0943 0.1 0.4 0.0
C 2.0554 1.7698 -1.8964 -0.1 -0.4 -0.3
O 0.1304 0.8948 -3.3126 0.3 -0.9 0.0
H -2.4180 3.5453 -1.8331 0.2 0.1 -0.1
H -1.6804 -1.1928 0.7756 -0.1 -0.1 -0.1
H -2.7298 0.2085 1.0626 0.1 0.0 0.0
H -0.3301 2.3312 1.2014 0.0 0.0 0.0
H -0.2554 1.4919 3.3552 0.0 0.0 0.0
H -1.8142 1.0908 2.7155 0.0 0.0 -0.1
H -1.4399 -1.1686 3.0603 0.1 -0.1 -0.1
H 0.1737 -1.1303 2.3922 0.1 0.1 0.0
H 0.3252 -2.7761 4.0542 0.0 -0.2 0.2
H 0.9524 -2.2058 5.6053 -0.1 0.0 0.0
H 3.0198 -2.3449 4.4988 0.1 -0.1 -0.1
H 2.5186 -0.7386 3.9319 0.2 0.0 0.1
H 2.2750 -2.1749 2.9036 0.2 -0.1 0.0
H -1.8967 0.7491 6.7554 0.0 0.0 -0.1
H -0.2595 1.2827 6.3539 0.1 -0.1 -0.1
H -1.5524 1.4761 5.1758 0.0 0.0 0.0
H 1.8425 1.9175 0.8027 -0.1 -0.1 -0.2
H 1.6623 1.1368 2.3465 0.0 0.0 0.0
H 2.7862 0.0560 0.2603 -0.1 0.1 0.0
H 2.1878 -0.7896 1.5135 0.0 0.0 0.0
H 0.4754 -1.6744 0.3806 0.0 0.2 0.2
H 2.7429 -2.2882 -0.4236 0.0 0.0 -0.1
H 2.5825 -1.1846 -1.7669 -0.1 0.0 -0.1
H -1.1432 -4.3581 -0.3156 0.0 0.0 0.0
H 0.6072 -4.6661 -0.2963 0.0 0.1 0.1
H -0.3752 -5.2651 -1.6262 0.1 0.0 0.0
H -1.7761 -3.3635 -2.7898 0.1 0.1 0.0
H -0.6000 -2.2414 -3.4830 0.0 0.0 0.1
H -0.3343 -3.9991 -3.5948 0.1 0.0 0.0
H -0.5083 -0.8027 -1.5602 0.0 0.1 0.0
H 2.9192 1.2078 -1.5253 0.1 0.1 0.1
H 2.3520 2.2192 -2.8465 0.1 0.0 0.0
H 1.8464 2.6070 -1.2272 0.0 0.0 0.1
H 0.7639 0.9657 -4.0392 -0.1 0.5 -0.1
C -1.5413 4.6972 -5.0018 0.0 0.0 0.1
C -0.1702 4.3476 -5.5460 -0.1 -0.1 0.0
O 0.6525 3.7281 -4.5554 0.1 0.0 0.0
H -1.4493 5.3618 -4.1416 0.0 0.0 0.0
H -2.1486 5.1908 -5.7608 0.0 0.0 0.0
H -2.0677 3.7957 -4.6765 0.0 0.0 -0.1
H 0.3614 5.2448 -5.8574 0.0 0.0 0.0
H -0.2590 3.6906 -6.4167 0.0 0.0 0.0
H 0.2133 2.9237 -4.2655 -0.2 0.1 0.1
```
Forces are in eV/Å.

Results
- charge = +1
- orbital gap (eV) = 9.3
- ΔE to the lowest compared entry with this formula, charge and spin (kJ/mol) = 0.00
- molar mass (g mol⁻¹) = 564.3
- highest occupied orbital energy (Ha) = -0.441

***

# 2
C29H24N3O9Sn | wB97M-V/def2-TZVPD

Structure (XYZ):
```
66
Properties=species:S:1:pos:R:3:forces:R:3
Sn -1.1821 -0.0191 0.6355 -0.2 0.1 0.7
O 3.7735 2.4557 -2.3772 0.6 -0.2 -0.9
C 2.6453 1.9509 -1.8334 -0.7 -0.5 -0.7
C 1.7916 1.0754 -2.5267 0.5 0.6 0.3
C 0.6069 0.6822 -1.9353 0.6 0.1 -0.7
N 0.3291 1.0657 -0.7013 -0.4 0.0 0.0
C 1.1235 1.9269 -0.0771 -1.1 -0.5 1.2
C 2.2796 2.3952 -0.5726 1.4 0.2 -0.8
C 0.6221 2.4458 1.2635 -0.9 -0.6 -0.3
O 1.1889 3.4186 1.7179 0.1 0.3 0.6
O -0.4245 1.8327 1.7105 0.2 0.1 -0.1
C -0.4306 -0.0644 -2.7901 -0.3 -0.4 -0.4
O -0.0098 -0.5772 -3.8518 -0.3 0.5 0.8
O -1.5994 -0.0295 -2.3239 0.6 -0.1 -0.2
H 3.8925 2.1594 -3.3077 -0.3 0.1 1.0
H 1.9702 0.7440 -3.5351 0.2 0.0 -0.2
H 2.8872 3.0685 0.0063 0.0 0.2 0.0
C 5.2925 -1.3141 3.1500 -0.4 -0.4 -0.9
O 4.4441 -1.4756 4.2440 -0.3 0.1 1.0
C 3.1004 -1.2769 4.0978 0.2 0.2 0.4
C 2.3928 -1.0970 5.3220 0.2 0.1 -0.8
C 1.0527 -0.8480 5.2443 0.0 -0.4 0.5
C 0.3580 -0.8066 4.0288 0.3 0.2 -0.6
C -1.0506 -0.5094 4.0498 -0.6 -0.5 1.1
C -1.7670 -0.2661 5.3780 0.3 0.2 0.7
O -1.7948 -0.5198 3.0864 -0.3 0.2 -1.2
C 1.0980 -0.9714 2.8001 -0.7 0.7 -0.6
O 0.6130 -0.8322 1.6075 -0.2 -0.1 0.2
C 2.4872 -1.1999 2.8697 0.8 -0.1 0.4
H 6.2986 -1.4390 3.5178 0.3 0.0 0.1
H 5.1821 -0.3210 2.7007 0.0 -0.1 -0.1
H 5.0773 -2.0983 2.3946 0.3 0.4 0.1
H 2.9108 -1.0269 6.2623 0.2 -0.3 0.1
H 0.5117 -0.7487 6.1904 0.1 0.2 -0.4
H -1.8775 -1.1576 6.0094 0.2 -0.1 -0.4
H -2.7653 0.1143 5.1830 0.0 0.0 -0.2
H -1.2411 0.4598 5.9992 0.0 0.1 0.0
H 3.0852 -1.2098 1.9465 -0.6 -0.1 0.4
O -4.1628 -0.0739 -1.5050 0.7 0.0 -0.2
C -4.4629 1.2404 -1.8965 0.2 -0.4 0.5
C -4.4214 2.2337 -0.7551 0.0 0.5 0.4
C -5.4449 3.1571 -0.6043 -0.4 -0.1 -0.3
C -5.3742 4.1470 0.3787 0.1 -0.3 -0.6
C -4.2690 4.1534 1.2029 0.0 0.2 0.0
C -3.2815 3.1894 0.9910 -0.4 0.5 0.6
N -3.3618 2.2656 0.0640 0.3 -0.8 -0.8
H -3.2253 -0.2179 -1.7794 -0.4 -0.1 0.2
H -5.4713 1.1967 -2.2887 -0.3 0.4 -0.3
H -3.7616 1.5781 -2.6683 -0.1 0.0 -0.1
H -6.2850 3.0455 -1.2947 0.1 0.4 0.3
H -6.1312 4.9197 0.4321 -0.1 -0.1 0.2
H -4.1609 4.9091 1.9753 0.1 -0.1 -0.1
H -2.4015 3.1723 1.6118 0.3 -0.1 0.1
N 0.1173 -2.6578 -1.1587 -0.2 0.0 0.5
C 0.3817 -2.9799 -2.2258 0.1 0.2 0.0
C 0.7709 -3.3002 -3.5600 -0.6 -0.4 -0.4
C 2.1000 -3.1626 -3.9226 -0.6 -0.5 -2.1
C 2.4482 -3.4300 -5.2720 -0.9 0.4 1.0
C 1.4750 -3.7925 -6.1890 -0.1 -0.2 0.1
C 0.1405 -3.9407 -5.7940 0.1 0.1 -0.2
C -0.2222 -3.6988 -4.4758 1.3 0.1 -0.8
H 2.7853 -2.7787 -3.2180 0.8 0.2 0.6
H 3.4332 -3.2580 -5.6436 0.7 0.0 0.1
H 1.7781 -3.9570 -7.2235 -0.2 0.0 0.2
H -0.6192 -4.1772 -6.5502 0.3 0.0 0.5
H -1.2460 -3.7691 -4.2149 -0.7 0.0 0.5
```
Forces are in eV/Å.

Results
- charge = -1
- orbital gap (eV) = 7.6
- ΔE to the lowest compared entry with this formula, charge and spin (kJ/mol) = 0.00
- molar mass (g mol⁻¹) = 677.2
- highest occupied orbital energy (Ha) = -0.192

***

# 3
C20H20F2N4O3 | wB97M-V/def2-TZVPD

Structure (XYZ):
```
49
Properties=species:S:1:pos:R:3:forces:R:3
O 1.9759 -1.7873 -0.7591 1.8 0.8 -0.6
C 1.2388 -0.9176 -0.3503 1.0 -5.0 -0.7
C 1.6322 0.0251 0.8231 -1.2 1.2 -0.3
N 2.4612 -0.4203 1.9242 0.9 -1.6 0.8
C 2.6694 0.2538 3.1987 -1.6 1.8 -0.8
C 3.5486 -0.2000 4.2139 -0.6 0.4 0.2
C 3.7369 0.5600 5.4104 -0.8 1.8 -1.7
C 3.1180 1.8365 5.5113 0.4 -3.4 -0.4
C 2.1950 2.3082 4.5994 1.9 -1.5 0.3
C 1.9504 1.5364 3.4418 1.9 -0.5 1.6
O 1.8161 3.5642 5.0837 -0.3 0.3 -0.1
C 2.5792 3.8369 6.2336 0.2 0.6 -0.1
F 1.7962 4.3352 7.2503 1.1 -1.0 -1.6
F 3.5008 4.8676 5.9604 -1.4 -1.7 0.4
O 3.2377 2.6531 6.5876 -0.3 2.2 0.6
C 0.2191 0.3191 1.2098 -0.5 -0.1 1.5
C -0.7453 -0.5992 0.5325 -2.9 1.2 0.1
N -0.1335 -1.1813 -0.5916 1.6 3.0 1.6
C -0.8550 -1.6680 -1.6785 0.3 1.3 -2.1
C -1.8758 -2.6033 -1.5497 0.7 -1.1 2.3
C -2.5198 -3.1736 -2.6087 0.5 0.2 -1.2
C -2.1634 -2.7386 -3.8846 -1.1 -1.3 -0.7
C -2.9391 -3.4916 -5.0323 3.0 3.4 1.4
C -3.9724 -2.4604 -5.5967 2.8 -0.3 -0.9
N -3.6174 -2.5451 -7.0490 -1.8 -1.3 -0.4
N -2.9601 -3.8222 -7.3117 0.0 0.9 -0.3
C -2.0180 -3.9415 -6.1676 -0.1 -1.5 -0.5
C -1.2544 -1.6565 -4.0761 -0.4 -1.2 0.2
C -0.6238 -1.0760 -2.9717 -0.4 -0.5 0.0
H 2.1038 0.8908 0.3474 0.0 0.1 0.1
H 2.7825 -1.3937 1.7904 0.0 1.1 0.6
H 4.0556 -1.1651 4.0795 -0.1 0.6 0.1
H 4.4863 0.3399 6.1416 0.1 -0.6 0.3
H 1.3158 2.0318 2.7924 -1.1 0.2 -1.8
H -0.0044 0.4411 2.2624 0.3 -0.6 0.3
H -0.0351 1.2346 0.8571 -0.5 3.1 -1.3
H -0.9842 -1.3761 1.1960 -1.1 -1.0 1.1
H -1.6384 0.0311 0.2340 0.5 -1.1 0.5
H -2.1001 -3.1374 -0.6029 0.5 1.0 -0.2
H -3.1761 -4.0492 -2.4440 0.3 0.8 -0.2
H -3.5105 -4.2843 -4.6845 -0.6 -1.7 1.1
H -3.7934 -1.4309 -5.1990 -0.3 -0.9 -0.4
H -4.9121 -2.8546 -5.2523 -1.0 0.3 -0.8
H -2.9882 -1.8192 -7.3463 0.1 0.1 0.1
H -3.6779 -4.6051 -7.4068 1.3 1.6 0.6
H -1.5956 -4.9940 -6.1236 -1.0 0.9 0.4
H -1.0388 -3.3796 -6.2529 -1.5 0.2 -0.4
H -0.9823 -1.3678 -5.1056 -0.3 0.1 0.7
H -0.0134 -0.1605 -3.1752 -0.2 -1.1 0.7
```
Forces are in eV/Å.

Results
- orbital gap (eV) = 8.7
- ΔE to the lowest compared entry with this formula, charge and spin (kJ/mol) = 426.80
- molar mass (g mol⁻¹) = 402.4
- highest occupied orbital energy (Ha) = -0.300

***

# 4
C31H79N3O13 | wB97M-V/def2-TZVPD

Structure (XYZ):
```
126
Properties=species:S:1:pos:R:3:forces:R:3
C 4.9215 2.7960 5.6292 -0.2 1.2 -0.3
N 4.6584 4.1819 4.9967 2.6 -1.7 -1.0
O 4.1945 5.0164 5.6740 -1.8 2.0 2.1
O 5.0703 4.3805 3.8651 -0.2 -0.7 -0.1
H 5.8858 2.4883 5.2248 -0.6 -0.5 -0.3
H 3.9978 2.2701 5.3877 0.6 -0.6 -0.1
H 5.0222 2.9000 6.7095 -0.3 0.3 -0.2
C 8.3094 4.4079 -4.7656 0.4 -0.1 -0.6
N 9.2692 3.6863 -5.6578 -2.2 0.5 0.7
O 8.8708 2.7067 -6.2090 -0.1 -1.8 -0.6
O 10.2469 4.3007 -5.9061 2.7 0.8 -0.5
H 8.9280 4.8434 -3.9809 -0.6 0.0 0.1
H 7.4766 3.7532 -4.5088 0.3 0.2 0.2
H 8.0231 5.1394 -5.5213 -0.5 0.5 0.7
C 2.7782 -2.3431 11.3369 -0.7 1.5 -0.6
N 2.6926 -2.0655 9.8352 0.2 -1.6 -1.3
O 1.5303 -2.2087 9.3654 3.3 0.7 0.7
O 3.7432 -1.7801 9.2226 -2.8 -0.4 1.1
H 3.7644 -2.2385 11.7891 0.0 -0.1 -0.7
H 2.2629 -3.2593 11.6254 0.1 0.2 -0.5
H 2.1758 -1.4652 11.5703 -0.1 -0.3 1.1
C -0.9223 7.1846 1.7741 -0.3 -1.7 -1.2
C -2.4491 6.8677 1.7835 -0.5 1.1 0.8
O -3.2675 7.5280 0.7482 1.8 0.4 2.0
C -3.3954 8.9575 1.0943 0.8 -1.2 -1.9
C -3.4507 9.6996 -0.2690 -1.1 0.1 1.8
H -0.3735 6.4092 2.3085 -0.3 0.0 0.7
H -0.6674 6.8578 0.7660 0.4 0.6 -0.4
H -0.4065 8.1146 2.0133 -0.9 0.3 0.0
H -2.5817 5.7861 1.8079 0.1 -0.1 -1.1
H -2.9221 7.0793 2.7425 0.1 0.7 0.3
H -4.1847 9.0554 1.8396 -0.5 0.3 -0.5
H -2.5192 9.4144 1.5544 0.5 -0.7 0.3
H -2.5313 9.5439 -0.8334 -0.2 -0.1 0.1
H -3.5309 10.7325 0.0697 0.0 0.4 -0.6
H -4.3530 9.4377 -0.8216 0.2 0.0 -0.2
C 6.1813 -4.8416 -5.6896 1.1 -0.4 -1.3
C 7.0348 -5.7328 -4.7902 -1.0 0.7 0.3
O 6.2718 -6.9021 -4.7545 0.3 -2.7 0.0
C 6.9816 -8.1761 -4.7446 0.2 0.3 -1.1
C 7.5340 -8.6454 -6.1890 -0.5 1.6 1.7
H 6.7690 -4.0491 -6.1529 -0.3 0.6 0.5
H 5.9166 -5.4571 -6.5494 -0.1 -0.1 -0.1
H 5.2323 -4.5570 -5.2350 0.4 0.3 0.2
H 8.0769 -5.9175 -5.0508 0.0 0.2 -0.6
H 7.0387 -5.2695 -3.8036 0.2 -0.1 0.4
H 7.7540 -8.0964 -3.9796 0.2 -0.3 0.0
H 6.2442 -8.9291 -4.4665 0.0 0.2 0.3
H 8.3635 -8.0118 -6.5030 -0.1 0.2 -0.1
H 6.6638 -8.4672 -6.8206 0.3 -0.4 -0.4
H 7.9276 -9.6607 -6.2390 -0.5 -0.1 0.3
C -1.1150 -11.4718 -4.2992 -0.2 1.2 0.1
C -0.3045 -10.1734 -4.5999 -0.2 -0.5 -0.1
O -0.9858 -8.9999 -4.1824 -0.5 -0.5 0.1
C -0.3085 -7.8156 -4.5696 0.2 -0.9 0.1
C -0.7794 -6.6782 -3.7246 -0.2 0.6 -0.8
H -1.3422 -11.4319 -3.2339 0.2 -0.5 0.1
H -2.0857 -11.5344 -4.7909 -0.1 0.7 -0.2
H -0.6593 -12.4053 -4.6294 0.7 0.2 0.4
H 0.6486 -10.1398 -4.0722 0.2 -0.6 0.2
H -0.0465 -10.1170 -5.6574 -0.2 0.1 -0.3
H 0.7648 -7.9351 -4.4212 0.3 -0.2 -0.1
H -0.4961 -7.6936 -5.6363 0.1 0.4 -0.2
H -0.2645 -5.7763 -4.0557 0.2 0.1 0.2
H -0.5625 -6.8507 -2.6704 -0.4 0.0 -0.1
H -1.8197 -6.4859 -3.9870 -0.2 -0.1 0.7
C -0.2051 4.4031 -8.2738 -0.1 -0.9 -0.6
C -0.7908 3.7284 -7.0330 0.9 0.5 -1.1
O -1.1152 2.3416 -7.2170 1.1 2.9 0.9
C -1.9658 2.0309 -8.2651 -0.3 -2.4 0.3
C -2.5396 0.7753 -7.7099 -2.0 -2.2 -0.1
H -0.3680 5.4800 -8.2309 0.6 0.0 0.1
H 0.8179 4.0662 -8.4418 0.2 0.5 0.1
H -0.7283 4.0801 -9.1738 -0.3 0.0 0.0
H -0.0139 3.7882 -6.2707 -0.4 -0.3 0.3
H -1.5853 4.4347 -6.7924 -0.9 -0.9 0.7
H -2.7774 2.7092 -8.5283 0.3 0.5 0.1
H -1.4542 1.6269 -9.1387 0.5 1.0 -0.5
H -3.0842 0.2040 -8.4617 -0.5 0.2 -0.3
H -3.2108 0.9119 -6.8620 0.0 0.3 0.0
H -1.8452 -0.0040 -7.3960 0.7 0.6 0.1
C 0.4385 -0.7175 3.0813 1.3 0.9 -1.5
C 0.5448 0.2307 1.8050 0.1 -1.4 0.4
O 1.3806 -0.3345 0.7318 -1.6 0.7 1.3
C 1.0710 0.1568 -0.5647 1.2 0.7 0.3
C 2.2492 -0.2321 -1.4488 -0.7 -1.1 0.2
H -0.2064 -1.5915 2.9904 -0.3 0.4 -0.1
H 1.4313 -1.1245 3.2735 0.2 0.0 0.0
H 0.2310 -0.0534 3.9203 -0.5 -0.3 0.1
H -0.4714 0.4588 1.4835 -0.1 -0.2 -0.5
H 0.9486 1.1889 2.1320 0.4 0.0 -0.1
H 0.0833 -0.1215 -0.9323 0.0 -0.9 0.0
H 1.0031 1.2427 -0.6314 0.1 0.5 0.7
H 2.5131 -1.2706 -1.2488 -0.5 -0.4 -0.3
H 3.2100 0.2227 -1.2077 -0.4 0.9 -0.2
H 1.8748 -0.1196 -2.4663 0.8 0.1 -0.3
C -1.5216 5.3317 8.7041 0.3 -0.5 0.4
C -1.9647 4.1362 7.9201 -1.2 -1.3 -0.2
O -3.3853 3.8319 8.0457 -0.6 -1.1 -0.3
C -3.7281 2.4162 7.7645 1.0 0.0 -0.1
C -3.4535 1.4700 8.9844 -1.2 1.3 -1.8
H -0.4499 5.4329 8.5329 0.0 0.4 -0.5
H -2.0584 6.2499 8.4657 0.1 -0.1 0.3
H -1.5142 5.0274 9.7508 -0.7 0.6 0.3
H -1.7481 4.2475 6.8576 0.2 -0.2 -0.1
H -1.4642 3.2722 8.3573 0.5 -0.1 -0.4
H -4.7216 2.1993 7.3721 -1.0 1.3 1.1
H -3.3317 2.0742 6.8084 1.7 0.1 0.1
H -4.1725 1.8640 9.7026 0.7 0.0 0.8
H -2.3933 1.4593 9.2374 -0.4 -0.2 0.4
H -3.8772 0.5016 8.7187 0.6 -0.3 0.0
C -9.8870 -0.8907 3.7625 0.2 0.4 -0.6
C -9.3913 0.3383 2.9368 0.6 0.0 0.8
O -8.0919 0.2467 2.2495 -2.7 2.0 0.4
C -7.8235 -0.9881 1.7119 0.8 -2.1 2.5
C -6.6834 -0.9639 0.7776 1.2 0.0 -2.2
H -10.6041 -1.5033 3.2161 0.6 -0.4 -0.4
H -9.0253 -1.4495 4.1279 -0.3 -0.2 0.1
H -10.5173 -0.5967 4.6017 0.4 0.5 0.2
H -10.2103 0.6482 2.2877 0.3 0.0 -0.5
H -9.2293 1.1433 3.6536 0.0 0.1 -0.2
H -7.3845 -1.4722 2.5843 -0.2 -1.1 0.2
H -8.7041 -1.5942 1.4989 -0.1 0.3 -0.8
H -6.3087 0.0543 0.6732 0.0 0.0 -0.1
H -6.8616 -1.3627 -0.2211 -0.6 0.4 -0.3
H -5.8299 -1.5924 1.0318 -0.1 0.1 0.8
```
Forces are in eV/Å.

Results
- orbital gap (eV) = 8.9
- molar mass (g mol⁻¹) = 702.0
- highest occupied orbital energy (Ha) = -0.337